10
Properties=species:S:1:pos:R:3:forces:R:3 method="wB97M-V/def2-TZVPD" total_energy_ha=-301.44585 de_lowest_kcal_mol=26.0 gap_ha=0.35078 fmax_ha_per_bohr=0.0065 charge=0 e_lumo_ev=0.643
O -2.0186 0.2730 0.2525 0.00 0.13 0.03
C -0.6951 0.0365 0.1068 0.31 -0.11 -0.06
C 0.4270 0.7624 0.4297 -0.08 -0.02 0.02
C 1.4861 -0.0295 -0.0716 0.13 -0.09 -0.01
N 1.0641 -1.1603 -0.6107 0.07 0.24 0.13
N -0.2799 -1.0964 -0.4971 -0.27 0.00 0.05
H -2.1450 1.2297 0.2054 -0.10 -0.20 0.10
H 0.4661 1.6718 1.0113 0.04 -0.02 -0.26
H 2.5439 0.2006 -0.0749 -0.14 -0.09 0.09
H -0.8485 -1.8879 -0.7514 0.05 0.15 -0.10

---

10
Properties=species:S:1:pos:R:3:forces:R:3 method="wB97M-V/def2-TZVPD" total_energy_ha=-301.29454 de_lowest_kcal_mol=120.9 gap_ha=0.35254 fmax_ha_per_bohr=0.0611 charge=0 e_lumo_ev=0.660
C -1.5948 -0.2005 0.0830 -0.34 1.75 -0.79
C -0.1948 0.1604 0.0392 0.74 -1.32 0.05
N 0.3022 -0.0457 -1.1845 0.10 -0.40 0.59
O 1.6354 -0.2893 -0.9103 0.91 0.51 0.23
C 1.8065 0.0217 0.3690 0.46 0.06 0.03
N 0.7476 0.3607 1.0220 0.28 -0.51 -0.12
H -1.7870 -1.1147 -0.5127 -0.14 1.38 -0.25
H -2.4178 0.1576 0.6639 0.35 0.03 1.15
H -1.1977 1.0363 -0.3158 -2.53 -1.60 -0.96
H 2.8058 -0.0749 0.7524 0.17 0.11 0.07

---

10
Properties=species:S:1:pos:R:3:forces:R:3 method="wB97M-V/def2-TZVPD" total_energy_ha=-301.35674 de_lowest_kcal_mol=81.9 gap_ha=0.38302 fmax_ha_per_bohr=0.0067 charge=0 e_lumo_ev=0.402
O -1.9720 0.3133 0.4888 -0.02 -0.07 0.18
C -0.6915 0.0104 0.1486 0.26 0.18 0.15
C 0.4254 0.8661 0.0922 -0.05 -0.09 -0.04
C 1.4915 -0.0065 0.0258 0.05 0.01 -0.02
N 1.0988 -1.3007 0.0280 -0.04 0.19 0.01
N -0.2174 -1.3490 0.1499 -0.05 0.04 0.07
H -2.1939 -0.1770 1.2922 -0.05 0.01 -0.14
H 0.4135 1.9458 0.1062 0.02 -0.16 -0.02
H 2.5467 0.2291 -0.0474 -0.16 -0.04 0.00
H -0.7128 -0.7035 -0.8903 0.05 -0.06 -0.18

---

10
Properties=species:S:1:pos:R:3:forces:R:3 method="wB97M-V/def2-TZVPD" total_energy_ha=-301.28256 de_lowest_kcal_mol=128.4 gap_ha=0.33158 fmax_ha_per_bohr=0.0204 charge=0 e_lumo_ev=0.259
N -1.2462 1.0015 -0.6394 0.33 -0.03 -0.15
C -0.3657 0.0125 -0.3209 0.70 -0.36 -0.30
C -0.0390 -1.2355 -0.2071 -0.44 -0.08 0.09
C 1.1501 -0.4055 0.0250 -0.37 0.47 -0.27
N 1.4929 0.1444 1.3322 -0.53 0.15 0.38
O 0.6276 0.8841 1.7380 0.58 -0.33 0.32
H -1.3194 1.7761 0.0085 0.27 -0.22 -0.18
H -2.1289 0.7429 -1.0643 0.29 -0.15 0.15
H -0.2692 -2.2678 -0.3739 -0.14 -0.19 0.23
H 2.0978 -0.6526 -0.4980 -0.69 0.74 -0.27